*1*
Entry from OMol25: an isolated molecule of C7H12 (ωB97M-V/def2-TZVPD).

Computed properties:
SMILES string: CC#CCCCC
LUMO level, eV: 1.09
HOMO level, eV: -9.3
Gap between HOMO and LUMO, eV: 10.43

```
! RIJCOSX wB97M-V def2-TZVPD def2/J DEFGRID3
* xyz 0 1
C -3.271 0.547 -0.202
C -2.061 -0.139 -0.831
C -0.738 0.288 -0.198
C 0.460 -0.451 -0.814
C 1.703 -0.297 -0.046
C 2.706 -0.208 0.618
C 3.925 -0.152 1.430
H -3.316 0.349 0.875
H -3.227 1.634 -0.339
H -4.206 0.190 -0.646
H -2.165 -1.228 -0.729
H -2.037 0.067 -1.911
H -0.765 0.085 0.880
H -0.597 1.371 -0.308
H 0.218 -1.521 -0.877
H 0.613 -0.113 -1.848
H 3.795 0.498 2.302
H 4.773 0.230 0.852
H 4.190 -1.150 1.793
*
```

Löwdin population analysis, charges in e, atoms 1 to 2: number 1, C, carries -0.123; number 2, C, carries -0.286



*2*
Entry from OMol25: an isolated molecule of C7H12 (ωB97M-V/def2-TZVPD).

Computed properties:
SMILES string: C=C(C)C/C=C/C
LUMO level, eV: 1.05
HOMO level, eV: -8.6
Gap between HOMO and LUMO, eV: 9.61

```
! RIJCOSX wB97M-V def2-TZVPD def2/J DEFGRID3
* xyz 0 1
C 0.877 -1.663 1.265
C 1.338 -0.316 0.736
C 2.609 -0.044 0.489
C 0.322 0.827 0.779
C -0.980 0.424 0.162
C -1.523 1.011 -0.912
C -2.239 0.417 -2.064
H 1.669 -2.383 1.042
H 0.014 -2.036 0.727
H 0.851 -1.534 2.344
H 3.381 -0.748 0.276
H 2.968 0.980 0.520
H 0.217 1.081 1.845
H 0.760 1.678 0.262
H -1.475 -0.457 0.574
H -1.239 2.063 -0.959
H -3.310 0.230 -1.848
H -2.337 1.057 -2.934
H -1.903 -0.588 -2.302
*
```

Löwdin population analysis, charges in e, atoms 1 to 2: number 1, C, carries -0.059; number 2, C, carries -0.361



Which structure is most stable, and how do the rest compare? From most to least stable: *1*, *2*.



*1*
Entry from OMol25: a structure of composition C4H10N2O2 (ωB97M-V/def2-TZVPD).

Computed properties:
LUMO level (alpha / beta), eV: -3.78 / -6.67
⟨S²⟩: 0.756
HOMO level (alpha / beta), eV: -13.8 / -13.8
Gap between HOMO and LUMO (alpha / beta), eV: 10.00 / 7.11

```
! RIJCOSX wB97M-V def2-TZVPD def2/J DEFGRID3
* xyz 1 2
N -3.158 -0.104 -0.362
C -1.698 -0.311 -0.520
C -0.990 0.476 0.511
N 0.360 0.361 0.611
C 1.267 -0.304 -0.345
C 2.624 -0.363 0.353
O 3.025 1.304 0.075
O -1.679 1.234 1.175
H -3.621 -0.980 -0.103
H -3.582 0.122 -1.268
H -3.296 0.633 0.358
H 3.568 0.508 0.159
H -1.555 -1.337 -0.827
H 0.697 1.330 0.651
H 0.847 -1.313 -0.444
H 1.388 0.184 -1.309
H 3.257 -1.098 -0.146
H 2.545 -0.344 1.431
*
```

Löwdin population analysis, charges in e, atoms 1 to 2: number 1, N, carries 0.195; number 2, C, carries 0.127



*2*
Entry from OMol25: the ion C4H10N2O2 with charge +1 (ωB97M-V/def2-TZVPD).

Computed properties:
LUMO level (alpha / beta), eV: -3.85 / -8.74
⟨S²⟩: 0.760
HOMO level (alpha / beta), eV: -13.8 / -13.7
Gap between HOMO and LUMO (alpha / beta), eV: 9.91 / 4.98

```
! RIJCOSX wB97M-V def2-TZVPD def2/J DEFGRID3
* xyz 1 2
N 2.943 -0.025 0.089
C 1.763 0.270 0.869
C 0.705 -0.816 0.919
N -0.455 -0.869 0.126
C -0.704 0.177 -0.800
C -2.247 0.364 -0.939
O -2.776 0.678 0.320
O 0.888 -1.731 1.738
H 3.699 -0.437 0.575
H 2.804 -0.287 -0.929
H 2.117 0.858 1.714
H 1.494 1.259 0.261
H -1.015 -1.688 0.515
H -0.303 1.203 -0.621
H -0.368 -0.054 -1.846
H -2.490 1.513 -1.250
H -2.783 -0.421 -1.461
H -3.274 0.007 0.721
*
```

Löwdin population analysis, charges in e, atoms 1 to 2: number 1, N, carries 0.209; number 2, C, carries -0.100



*3*
Entry from OMol25: a cluster of 3 separate species, C4H10N2O2 in total (ωB97M-V/def2-TZVPD).

Computed properties:
LUMO level (alpha / beta), eV: -4.46 / -8.17
⟨S²⟩: 0.763
HOMO level (alpha / beta), eV: -13.7 / -13.7
Gap between HOMO and LUMO (alpha / beta), eV: 9.24 / 5.53

```
! RIJCOSX wB97M-V def2-TZVPD def2/J DEFGRID3
* xyz 1 2
C -0.328 -2.520 1.376
C -0.325 -1.120 0.889
C -1.471 -0.449 0.382
N -1.042 0.658 -0.300
C 0.248 0.657 -0.288
N 0.813 -0.382 0.521
H -1.358 -2.741 1.669
H 0.146 -3.229 0.732
H 0.225 -2.578 2.338
H -2.431 -0.554 0.871
H 0.854 1.474 -0.520
H 1.657 -0.804 0.380
H -4.124 2.951 -2.032
H -4.778 2.924 -0.605
O -4.896 2.871 -1.491
H 5.934 0.768 -0.678
H 5.591 1.354 -1.899
O 5.284 0.719 -1.344
*
```

Löwdin population analysis, charges in e, atoms 1 to 2: number 1, C, carries 0.027; number 2, C, carries -0.154



*4*
Entry from OMol25: a cluster of 2 separate species, C4H10N2O2 in total (ωB97M-V/def2-TZVPD).

Computed properties:
LUMO level (alpha / beta), eV: -3.88 / -8.68
⟨S²⟩: 0.756
HOMO level (alpha / beta), eV: -13.9 / -13.9
Gap between HOMO and LUMO (alpha / beta), eV: 10.06 / 5.26

```
! RIJCOSX wB97M-V def2-TZVPD def2/J DEFGRID3
* xyz 1 2
C 0.770 3.042 -1.485
C 0.918 1.938 -0.467
O 0.373 0.857 -0.509
N 1.869 2.164 0.505
H 0.696 2.544 -2.511
H 1.665 3.710 -1.404
H 1.707 1.381 1.219
H 2.097 3.052 0.914
H -0.121 3.618 -1.378
C -1.622 -3.384 1.091
C -1.501 -2.137 0.198
O -2.425 -1.384 -0.144
N -0.181 -1.676 0.113
H -0.067 -0.663 -0.279
H 0.597 -2.213 0.454
H -2.282 -4.085 0.493
H -1.950 -3.020 2.021
H -0.541 -3.744 1.167
*
```

Löwdin population analysis, charges in e, atoms 1 to 2: number 1, C, carries 0.008; number 2, C, carries -0.551



Which structure is most stable, and how do the rest compare? From most to least stable: *4*, *3*, *2*, *1*.



*1*
Entry from OMol25: a cluster of 5 separate species, C21H28N4O4 in total (ωB97M-V/def2-TZVPD).

Computed properties:
SMILES string: COC(=O)CCC(=O)O.c1cc[nH]c1.c1cc[nH]c1.c1cc[nH]c1.c1cc[nH]c1
LUMO level, eV: 0.08
HOMO level, eV: -8.1
Gap between HOMO and LUMO, eV: 8.16

```
! RIJCOSX wB97M-V def2-TZVPD def2/J DEFGRID3
* xyz 0 1
C -2.204 -1.017 -1.484
O -2.845 0.187 -1.915
C -3.447 0.981 -0.994
O -2.865 1.929 -0.535
C -4.907 0.726 -0.699
C -5.262 -0.583 0.034
C -5.806 -1.691 -0.836
O -6.737 -2.377 -0.534
O -5.132 -1.846 -2.003
H -2.892 -1.689 -0.973
H -1.846 -1.509 -2.383
H -1.352 -0.785 -0.844
H -5.247 1.574 -0.110
H -5.432 0.752 -1.657
H -4.400 -0.960 0.592
H -6.046 -0.393 0.763
H -5.747 -2.199 -2.661
N -1.116 2.105 1.838
C -0.251 1.102 1.512
C 0.703 1.024 2.494
C 0.387 2.023 3.458
C -0.741 2.670 3.021
H -1.905 2.373 1.273
H -0.382 0.539 0.604
H 1.529 0.333 2.520
H 0.926 2.239 4.366
H -1.304 3.479 3.455
N 1.321 1.592 -1.867
C 1.326 0.840 -3.008
C 2.610 0.408 -3.217
C 3.407 0.920 -2.156
C 2.580 1.646 -1.339
H 0.511 2.038 -1.473
H 0.423 0.678 -3.572
H 2.936 -0.206 -4.041
H 4.465 0.773 -2.006
H 2.779 2.190 -0.432
N -0.873 -0.263 5.455
C -1.362 -1.519 5.678
C -1.637 -1.636 7.016
C -1.298 -0.396 7.623
C -0.831 0.428 6.632
H -0.586 0.106 4.562
H -1.474 -2.223 4.870
H -2.034 -2.510 7.504
H -1.387 -0.140 8.666
H -0.476 1.443 6.666
N 5.600 -1.594 -4.218
C 5.828 -0.332 -4.693
C 6.855 -0.401 -5.596
C 7.261 -1.762 -5.669
C 6.468 -2.472 -4.808
H 4.903 -1.835 -3.537
H 5.244 0.504 -4.349
H 7.268 0.430 -6.142
H 8.045 -2.171 -6.284
H 6.448 -3.521 -4.567
*
```

Löwdin population analysis, charges in e, atoms 1 to 2: number 1, C, carries -0.038; number 2, O, carries -0.052



*2*
Entry from OMol25: a structure of composition C21H28N4O4 (ωB97M-V/def2-TZVPD).

Computed properties:
LUMO level, eV: -1.33
HOMO level, eV: -8.8
Gap between HOMO and LUMO, eV: 7.47

```
! RIJCOSX wB97M-V def2-TZVPD def2/J DEFGRID3
* xyz 0 1
C 2.961 0.574 -4.521
C 4.059 0.006 -4.442
C 4.112 -1.411 -4.015
N 3.005 -2.079 -3.798
C 2.653 -2.012 -2.589
O 3.197 -2.027 -1.577
N 1.295 -2.755 -2.508
C 0.204 -2.544 -3.605
O 0.481 -2.663 -4.801
C -1.191 -2.629 -2.982
H -1.668 -3.733 -2.801
O -1.455 -1.775 -2.057
C -0.802 -0.397 -2.056
O -0.518 -0.238 -3.108
C -1.154 0.425 -0.962
C -1.751 -0.279 0.202
C -1.850 0.522 1.539
C -1.120 1.394 2.102
N -1.943 1.908 3.278
C -3.033 1.030 3.360
C -3.109 0.394 2.210
H -3.994 -0.525 2.000
C -4.072 1.295 4.450
H -4.955 0.779 4.170
H -3.828 1.048 5.233
H -4.135 2.459 4.761
C -1.150 2.831 4.261
H -2.301 3.507 4.399
H -0.452 3.244 3.719
C -0.811 2.111 5.577
H -1.754 1.573 5.869
H -0.622 3.069 6.158
C 0.375 1.283 5.392
C 1.804 2.198 5.312
H 2.626 1.547 5.094
H 1.626 2.620 6.245
H 1.586 3.087 4.481
C 0.520 0.081 6.641
H 0.517 0.851 7.465
H 1.356 -0.410 6.369
H -0.270 -0.456 6.721
H 0.328 0.423 4.400
C 0.251 1.875 1.658
H 0.777 1.202 1.037
H 0.122 2.917 1.079
H 0.829 2.083 2.744
H -2.199 -1.112 0.257
C -0.659 1.681 -0.892
N -0.587 2.843 -1.252
H -1.886 -2.443 -3.965
H 0.736 -2.540 -1.585
H 2.289 -2.193 -4.626
H 4.713 -1.350 -3.083
H 4.849 -2.107 -4.759
H 5.061 0.344 -4.732
H 2.852 1.462 -4.843
H 2.094 0.289 -4.307
*
```

Löwdin population analysis, charges in e, atoms 1 to 2: number 1, C, carries 0.038; number 2, C, carries -0.131



Which structure is most stable, and how do the rest compare? From most to least stable: *1*, *2*.



*1*
Entry from OMol25: a cluster of 2 separate species, CH3O4S in total (ωB97M-V/def2-TZVPD).

Computed properties:
LUMO level (alpha / beta), eV: 3.68 / 2.30
HOMO level (alpha / beta), eV: -3.8 / -2.9
Gap between HOMO and LUMO (alpha / beta), eV: 7.44 / 5.23

```
! RIJCOSX wB97M-V def2-TZVPD def2/J DEFGRID3
* xyz -1 1
C 0.390 -0.847 0.891
O 1.418 0.228 -1.433
O 2.578 0.840 0.659
O -2.048 0.290 -1.056
O -2.047 0.465 0.325
S 1.274 0.475 0.031
H -0.044 -0.246 1.659
H -0.395 -1.210 0.144
H -1.127 0.005 -1.220
*
```

Löwdin population analysis, charges in e, atoms 1 to 2: number 1, C, carries -0.292; number 2, O, carries -0.536



*2*
Entry from OMol25: a cluster of 2 separate species, CH3O4S in total (ωB97M-V/def2-TZVPD).

Computed properties:
LUMO level (alpha / beta), eV: 3.51 / 2.68
HOMO level (alpha / beta), eV: -4.1 / -3.0
Gap between HOMO and LUMO (alpha / beta), eV: 7.65 / 5.66

```
! RIJCOSX wB97M-V def2-TZVPD def2/J DEFGRID3
* xyz -1 1
C 0.012 -1.255 0.191
O 1.552 0.009 -1.430
O 2.389 -0.183 0.928
O -1.678 1.225 0.066
O -0.761 2.267 0.168
S 1.195 -0.040 0.002
H -0.507 -1.590 1.148
H -0.889 -1.185 -0.453
H -1.313 0.751 -0.620
*
```

Löwdin population analysis, charges in e, atoms 1 to 2: number 1, C, carries -0.291; number 2, O, carries -0.493



Which structure is most stable, and how do the rest compare? From most to least stable: *1*, *2*.



*1*
Entry from OMol25: a cluster of 3 separate species, C5H8N2O3 in total (ωB97M-V/def2-TZVPD).

Computed properties:
SMILES string: Cc1cnco1.O=C=O.N
LUMO level, eV: 0.63
HOMO level, eV: -8.8
Gap between HOMO and LUMO, eV: 9.45

```
! RIJCOSX wB97M-V def2-TZVPD def2/J DEFGRID3
* xyz 0 1
C 0.698 1.755 0.273
C -1.210 3.403 -2.694
C 0.542 -1.658 -1.546
C 0.615 -0.513 -0.470
C 0.579 -0.309 0.900
N 0.772 0.989 1.237
N -0.676 -1.589 2.949
O -1.293 4.099 -1.769
O -1.257 2.722 -3.621
O 0.505 0.937 -0.933
H 0.943 2.726 0.333
H 1.105 -1.333 -2.568
H -0.523 -1.461 -1.994
H 0.562 -2.719 -1.258
H 0.740 -0.812 1.826
H -0.346 -1.891 3.919
H -0.065 -2.319 2.497
H -1.692 -2.027 2.919
*
```

Löwdin population analysis, charges in e, atoms 1 to 2: number 1, C, carries -0.132; number 2, C, carries -0.424



*2*
Entry from OMol25: a structure of composition C5H8N2O3 (ωB97M-V/def2-TZVPD).

Computed properties:
LUMO level, eV: -1.71
HOMO level, eV: -9.4
Gap between HOMO and LUMO, eV: 7.71

```
! RIJCOSX wB97M-V def2-TZVPD def2/J DEFGRID3
* xyz 0 1
C -3.786 0.404 2.000
N -3.737 0.213 0.569
C -4.891 -0.209 -0.202
C -4.406 -0.182 -1.673
O -1.691 -0.460 -0.138
C -2.586 0.439 -0.145
O -2.931 0.896 -1.322
C -5.420 -1.527 0.232
N -5.836 -2.553 0.559
H -2.862 0.896 2.319
H -4.672 0.999 2.259
H -3.836 -0.560 2.525
H -5.703 0.518 -0.060
H -5.029 -0.832 -2.298
H -4.833 0.716 -2.140
O -3.098 -1.868 -2.099
H -2.202 -1.550 -1.232
H -3.565 -2.706 -2.048
*
```

Löwdin population analysis, charges in e, atoms 1 to 2: number 1, C, carries -0.031; number 2, N, carries -0.107



Which structure is most stable, and how do the rest compare? From most to least stable: *1*, *2*.